*1*
{
  "formula": "C3H6O2S",
  "method": "wB97M-V/def2-TZVPD",
  "spin_multiplicity": 1,
  "orbital_gap_ev": 9.38,
  "smiles": "O=C(CO)CS",
  "species": ["O", "C", "C", "O", "C", "S", "H", "H", "H", "H", "H", "H"],
  "positions_angstrom": [[0.11995, -1.85998, 0.64958], [-0.01610, -0.61221, 0.36464], [1.15135, 0.30545, 0.49250], [0.96704, 1.70371, 0.62206], [-1.10487, 0.08190, -0.47974], [-0.95242, -0.73253, -2.11400], [1.84049, 0.30726, -0.31427], [1.84301, 0.01950, 1.39128], [0.81833, 1.88634, 1.59497], [-2.22597, -0.20159, -0.26200], [-1.04591, 1.16479, -0.32619], [-1.39489, -2.06262, -1.61884]]
}

*2*
{
  "formula": "C3H6O2S",
  "method": "wB97M-V/def2-TZVPD",
  "spin_multiplicity": 1,
  "orbital_gap_ev": 10.45,
  "smiles": "C[C@H]1CS1(=O)=O",
  "species": ["C", "C", "C", "S", "O", "O", "H", "H", "H", "H", "H", "H"],
  "positions_angstrom": [[-1.14270, 0.79849, 0.52684], [-0.21704, -0.37234, 0.39279], [0.21380, -0.75286, -1.03181], [1.44046, 0.00576, 0.04953], [2.56936, -0.82856, 0.45428], [1.82841, 1.36279, -0.20768], [-0.98885, 1.59605, -0.02403], [-1.28729, 1.12059, 1.52751], [-2.12631, 0.27613, 0.35836], [-0.70819, -1.29208, 1.20166], [0.46811, -1.79658, -1.35573], [-0.04977, -0.11739, -1.89173]]
}

*3*
{
  "formula": "C3H6O2S",
  "method": "wB97M-V/def2-TZVPD",
  "spin_multiplicity": 1,
  "orbital_gap_ev": 9.62,
  "species": ["O", "C", "O", "C", "C", "S", "H", "H", "H", "H", "H", "H"],
  "positions_angstrom": [[-1.12680, -1.34591, 1.15221], [-1.52515, -0.22822, 0.61681], [-2.61601, 0.20623, 0.35681], [-0.26267, 0.63107, 0.07015], [0.87453, -0.28724, -0.40169], [2.53946, 0.37134, -0.12744], [-1.32449, -1.42828, 0.06025], [0.06042, 1.13259, 0.98517], [-0.68561, 1.27071, -0.69818], [0.87543, -1.06870, 0.35240], [0.71045, -0.67748, -1.40440], [2.48045, 1.42390, -0.96208]]
}

Which one sits at the top of the stability order? *1* does.

*1*
{
  "formula": "C4H9ClSi",
  "method": "wB97M-V/def2-TZVPD",
  "spin_multiplicity": 1,
  "orbital_gap_ev": [7.81, 7.23],
  "species": ["C", "C", "C", "C", "Si", "Cl", "H", "H", "H", "H", "H", "H", "H", "H", "H"],
  "positions_angstrom": [[1.01718, 2.67692, 0.07321], [-0.25339, 2.63855, 0.16334], [0.92335, -2.02725, 0.08420], [-0.57369, -1.67798, 0.33279], [-1.34223, -0.16996, -0.60773], [-3.28164, -0.13202, -0.06324], [1.80365, 3.55984, 0.35709], [1.59991, 1.87100, -0.35697], [-1.09028, 3.43718, 0.20536], [1.20866, -2.21300, -0.99018], [1.34015, -1.02770, 0.44065], [1.23412, -3.00155, 0.56350], [-0.68824, -1.35824, 1.29054], [-1.35214, -2.47137, 0.29117], [-0.54540, -0.10443, -1.78372]]
}

*2*
{
  "formula": "C4H9ClSi",
  "method": "wB97M-V/def2-TZVPD",
  "spin_multiplicity": 1,
  "orbital_gap_ev": 11.01,
  "smiles": "C#C[SiH](C)C.Cl",
  "species": ["C", "C", "Si", "C", "C", "H", "H", "H", "H", "H", "H", "H", "H", "Cl", "H"],
  "positions_angstrom": [[1.03131, 2.54949, -0.77009], [0.90434, 1.40874, -0.47707], [0.58465, -0.35513, -0.10087], [-0.86931, -0.52900, 1.16845], [0.07975, -1.13846, -1.77088], [0.91743, 3.63053, -0.88485], [1.54687, -0.95464, 0.82936], [-1.82192, -0.47254, 0.76726], [-0.43037, -1.33415, 1.72720], [-0.70008, 0.34487, 1.71393], [-0.82651, -0.75617, -2.05680], [0.89809, -0.97340, -2.52342], [0.00153, -2.26158, -1.94860], [-0.65250, 3.25504, 2.49958], [-0.03161, 2.53211, 1.58711]]
}

Which one sits at the top of the stability order? *2* does.

*1*
{
  "formula": "C4H12NOS",
  "method": "wB97M-V/def2-TZVPD",
  "spin_multiplicity": 1,
  "total_charge": -1,
  "orbital_gap_ev": 6.35,
  "species": ["C", "N", "C", "C", "S", "C", "H", "H", "H", "H", "H", "H", "H", "H", "H", "H", "H", "H", "O"],
  "positions_angstrom": [[1.79456, -1.14055, 1.05935], [1.03037, -1.06330, -0.18253], [-0.24279, -0.32556, -0.13976], [-0.66368, 0.22998, -1.50890], [-1.80686, 1.62695, -1.30672], [-1.36702, -1.13604, 0.52486], [1.66824, -0.26640, 1.70569], [2.84878, -1.20534, 0.78175], [1.55952, -1.98004, 1.73593], [0.92957, -2.02569, -0.44901], [-0.00983, 0.49139, 0.54769], [-1.16849, -0.57665, -2.05440], [0.24952, 0.47361, -2.05041], [-1.37431, -1.09707, 1.61464], [-2.34200, -0.73674, 0.22683], [-1.33285, -2.16852, 0.16232], [-0.62501, 3.40299, -0.42928], [0.77630, 3.44919, 0.00803], [0.07597, 4.04780, -0.24608]]
}

*2*
{
  "formula": "C4H12NOS",
  "method": "wB97M-V/def2-TZVPD",
  "spin_multiplicity": 1,
  "total_charge": -1,
  "orbital_gap_ev": 6.27,
  "species": ["C", "N", "C", "C", "S", "C", "H", "H", "H", "H", "H", "H", "H", "H", "H", "H", "H", "H", "O"],
  "positions_angstrom": [[1.87278, -0.03621, -0.57720], [0.84647, -0.38963, 0.39733], [-0.50914, -0.59234, -0.19865], [-1.52324, -0.68209, 0.92890], [-3.22463, -1.06613, 0.28825], [3.26412, -0.12358, 0.06449], [1.69112, 1.00035, -0.89290], [1.85453, -0.64523, -1.47888], [0.78616, 0.35118, 1.08460], [-0.83299, 0.29543, -0.75492], [-0.39422, -1.51466, -0.75431], [-1.20159, -1.45300, 1.63361], [-1.59647, 0.25219, 1.48962], [3.16336, -0.43825, 1.10577], [3.77895, 0.83891, 0.13532], [3.97529, -0.83237, -0.36384], [-3.53852, 1.02367, -0.51066], [-4.65808, 2.01856, -0.96288], [-3.75387, 1.99319, -0.63365]]
}

Which one sits at the top of the stability order? *1* does.

*1*
{
  "formula": "C2H7N3",
  "method": "wB97M-V/def2-TZVPD",
  "spin_multiplicity": 1,
  "orbital_gap_ev": 9.19,
  "species": ["C", "C", "N", "N", "N", "H", "H", "H", "H", "H", "H", "H"],
  "positions_angstrom": [[-1.72990, -0.37019, 0.38525], [1.58778, 0.55022, -0.83908], [-0.45289, -0.80253, -0.11709], [1.04072, 0.80951, 1.43026], [0.80868, 0.32244, 0.37191], [-2.34837, -1.19194, 0.37775], [-2.34496, 0.40264, -0.15525], [-1.57598, 0.05617, 1.37096], [2.59690, 1.10652, -0.69713], [1.79130, -0.45362, -1.25370], [0.93365, 1.12422, -1.40213], [-0.30693, -1.55346, 0.52826]]
}

*2*
{
  "formula": "C2H7N3",
  "method": "wB97M-V/def2-TZVPD",
  "spin_multiplicity": 1,
  "orbital_gap_ev": 10.11,
  "smiles": "[H]/N=C\\N(C)N",
  "species": ["H", "N", "C", "N", "C", "N", "H", "H", "H", "H", "H", "H"],
  "positions_angstrom": [[-1.89549, 0.90343, 0.22002], [-2.25035, -0.06382, 0.04553], [-1.04767, -0.61471, -0.04886], [0.18914, -0.02485, -0.28424], [1.33456, -0.61869, 0.07713], [0.36261, 1.42053, 0.05005], [-1.17920, -1.72819, -0.23116], [1.97895, -0.40181, -0.70506], [1.23338, -1.68479, -0.01726], [1.78410, -0.37271, 1.22450], [0.02515, 1.83813, -0.96709], [-0.53519, 1.34749, 0.63643]]
}

Which one sits at the top of the stability order? *2* does.

*1*
{
  "formula": "C2H7N3",
  "method": "wB97M-V/def2-TZVPD",
  "spin_multiplicity": 1,
  "orbital_gap_ev": 9.01,
  "species": ["C", "C", "H", "H", "H", "H", "H", "H", "H", "N", "N", "N"],
  "positions_angstrom": [[0.70066, -0.52760, 0.36927], [-0.52776, 0.28475, -0.04730], [1.61547, 1.74790, -0.30902], [2.53934, -0.42347, -1.45806], [0.65890, -1.57417, -0.09856], [0.71384, -0.58745, 1.66624], [-2.53197, -0.26029, 0.14756], [-1.45650, -1.62567, -0.16610], [-1.55873, 1.76942, 0.01719], [1.94705, 0.17942, -0.02293], [-1.57062, -0.53208, -0.20319], [-0.52969, 1.54924, 0.10491]]
}

*2*
{
  "formula": "C2H7N3",
  "method": "wB97M-V/def2-TZVPD",
  "spin_multiplicity": 1,
  "orbital_gap_ev": 9.44,
  "smiles": "[H]/N=C(\\N)NC",
  "species": ["H", "N", "C", "N", "N", "C", "H", "H", "H", "H", "H", "H"],
  "positions_angstrom": [[1.67049, 0.53242, 1.33362], [1.10108, -0.16266, 0.85860], [0.27235, 0.39448, 0.04267], [0.33173, 1.71264, -0.33410], [-0.73308, -0.29967, -0.42710], [-0.86690, -1.63946, -0.00537], [1.27022, 2.13718, -0.23205], [-0.39371, 2.20548, -0.84452], [-1.09881, -0.00472, -1.44611], [0.08423, -2.19899, -0.02368], [-1.52119, -2.25694, -0.72002], [-1.34203, -1.69674, 1.02715]]
}

*3*
{
  "formula": "C2H7N3",
  "method": "wB97M-V/def2-TZVPD",
  "spin_multiplicity": 1,
  "orbital_gap_ev": 10.41,
  "smiles": "[H]/N=C\\N.C=N",
  "species": ["H", "N", "C", "N", "H", "H", "H", "C", "N", "H", "H", "H"],
  "positions_angstrom": [[1.94533, -1.44928, 2.94359], [1.48154, -1.04111, 3.76400], [0.39586, -0.51081, 3.37486], [-0.06516, -0.40469, 2.06853], [-0.14716, 0.13893, 4.05572], [0.47927, -0.90465, 1.38083], [-1.06412, -0.48882, 1.95890], [-0.40638, 1.13125, -3.59275], [-1.32485, 0.46871, -4.15360], [-0.65087, 1.39030, -2.56222], [0.46002, 1.49697, -4.13414], [-1.10347, 0.17322, -5.10373]]
}

Which one sits at the top of the stability order? *2* does.